ORCA calculation (wB97M-V/def2-TZVPD) on 14 unconnected molecules or ions with the total composition C56H98N14 at a distorted geometry.

The calculation puts the HOMO-LUMO gap at 11.104 eV. For the highest occupied orbital energy, the calculation gives -11.0 eV.

The geometry in XYZ format:
```
168
Properties=species:S:1:pos:R:3:lowdin_charge:R:1
N 1.557 1.712 -4.592 0.20
N -3.896 2.104 -0.430 0.18
N 1.015 -0.759 6.298 0.15
N 5.383 2.855 -0.130 0.14
N 3.239 0.272 3.387 0.19
N 1.608 -3.734 0.444 0.17
N -1.028 0.929 -7.019 0.16
N 3.779 -2.935 -4.833 0.16
N -3.221 -0.810 4.043 0.15
N -2.310 -7.915 -2.074 0.14
N 0.588 2.600 0.759 0.21
N 1.490 6.106 1.150 0.16
N -5.842 1.135 6.234 0.15
N -4.273 0.568 -3.928 0.14
C -0.454 0.274 1.311 -0.15
C 3.463 -1.893 4.812 -0.20
C -5.672 0.148 -0.244 -0.17
C 2.459 -3.509 -0.319 -0.18
C -2.116 6.045 0.821 -0.23
C -1.771 3.172 -4.048 -0.22
C 3.821 -0.699 -0.943 -0.09
C 0.261 2.499 4.870 -0.22
C -1.043 1.842 4.351 -0.11
C 4.692 4.956 3.018 -0.10
C -2.031 1.835 -3.324 -0.19
C -5.887 2.261 2.884 -0.23
C -0.396 -2.972 3.722 -0.24
C 1.809 2.282 -3.635 -0.20
C -3.294 1.147 -3.700 -0.23
C 4.033 -6.201 -6.666 -0.11
C 0.783 1.901 6.217 -0.16
C 3.502 -3.213 -1.325 -0.18
C 2.217 2.995 -2.394 -0.17
C -0.369 -0.424 -1.177 -0.09
C -6.841 2.257 4.142 -0.17
C -0.083 -0.807 0.251 -0.26
C -1.807 -6.849 -2.063 -0.22
C -0.010 -1.475 -4.774 -0.23
C -4.524 2.933 3.103 -0.10
C -1.533 -1.987 -4.705 -0.07
C -1.016 5.813 1.874 -0.19
C 2.279 -5.110 -5.146 -0.18
C -3.010 4.155 -3.967 -0.08
C -5.225 -1.122 0.543 -0.20
C 3.330 4.940 -3.619 -0.11
C 4.500 -3.147 2.826 -0.10
C 3.425 3.184 1.594 -0.23
C 2.300 4.497 -2.602 -0.26
C 4.541 2.997 0.627 -0.22
C -2.585 -1.788 4.221 -0.18
C 3.825 3.706 2.938 -0.28
C 4.466 -2.076 -0.979 -0.24
C 4.515 -2.882 4.350 -0.24
C 0.501 -0.950 -6.119 -0.22
C -1.977 5.308 -0.523 -0.10
C -1.274 -5.478 -2.046 -0.19
C 2.590 -5.848 -6.461 -0.26
C -3.880 -1.722 -0.018 -0.08
C -1.733 -5.284 0.450 -0.10
C 0.407 -4.274 3.928 -0.10
C 3.103 -3.880 -4.982 -0.23
C 0.102 1.589 0.986 -0.19
C -6.268 1.657 5.306 -0.26
C -1.899 -4.621 -0.941 -0.25
C -0.326 0.095 -6.622 -0.26
C -4.685 1.275 -0.338 -0.19
C 0.913 0.416 6.257 -0.18
C 3.348 -0.696 3.961 -0.22
C -1.781 -3.026 4.406 -0.18
C 0.370 5.967 1.457 -0.22
H 0.149 -2.117 4.121 0.07
H 2.497 -2.389 4.719 0.08
H 0.154 0.501 -1.421 0.07
H 1.921 -6.705 -6.549 0.11
H -1.897 1.986 5.014 0.07
H 3.690 -1.536 5.816 0.12
H -0.193 -5.563 -1.944 0.11
H -0.062 -1.280 -1.778 0.07
H -2.167 7.123 0.665 0.11
H -3.882 3.750 -4.479 0.06
H 5.072 4.977 4.039 0.07
H -2.526 5.765 -1.346 0.06
H 4.323 -6.876 -5.860 0.08
H -6.291 2.722 1.983 0.10
H -1.434 -5.034 -3.029 0.10
H 0.103 -0.639 -4.084 0.06
H 2.559 -5.725 -4.290 0.11
H 1.399 2.804 -1.700 0.08
H 1.366 4.939 -2.951 0.10
H -2.419 -3.875 4.163 0.11
H -0.515 -2.776 2.656 0.08
H 1.832 2.161 6.357 0.11
H -3.105 5.781 1.197 0.10
H -7.760 1.706 3.944 0.12
H 2.921 2.224 1.699 0.06
H -0.915 3.694 -3.621 0.08
H -2.250 -1.307 -5.166 0.05
H -0.913 0.778 4.155 0.03
H -3.062 -1.028 0.173 0.04
H 4.554 0.092 -0.786 0.06
H -1.440 -3.638 -0.840 0.08
H 4.352 -6.651 -7.607 0.08
H 0.130 2.240 7.021 0.12
H 0.099 3.557 5.077 0.10
H -6.571 0.544 0.228 0.10
H 1.503 -0.589 -5.884 0.10
H 2.778 3.881 1.061 0.06
H -0.606 -1.721 0.531 0.08
H -0.938 5.294 -0.852 0.06
H 4.107 5.840 2.765 0.06
H -1.100 4.815 2.304 0.10
H 3.389 -0.446 -1.912 0.07
H 3.618 -3.665 2.450 0.05
H -2.336 4.278 -0.513 0.03
H 4.117 -4.102 -1.462 0.12
H -3.940 -1.976 -1.076 0.08
H -3.363 4.322 -2.949 0.05
H -2.067 2.043 -2.255 0.08
H -1.640 -3.171 5.478 0.12
H -0.700 -5.603 0.595 0.07
H -7.091 3.296 4.357 0.12
H 1.251 -4.315 3.239 0.04
H 2.534 4.960 -1.643 0.10
H 3.279 5.998 -3.875 0.07
H -3.882 2.349 3.763 0.05
H 0.956 -1.107 0.387 0.07
H -1.248 1.113 -3.555 0.08
H -4.616 3.994 3.338 0.08
H 2.339 -5.111 -7.224 0.11
H -1.283 2.291 3.388 0.05
H -2.006 -4.572 1.229 0.05
H 4.355 -3.810 4.899 0.11
H -5.186 -0.822 1.590 0.08
H -1.541 0.274 1.385 0.10
H 1.235 -4.840 -4.986 0.11
H -5.710 1.219 2.615 0.08
H -2.824 5.078 -4.516 0.07
H -3.982 2.860 2.160 0.04
H 0.688 -1.696 -6.891 0.12
H 3.140 2.589 -1.979 0.10
H 2.970 3.897 3.586 0.10
H 5.280 -2.068 -1.704 0.11
H -0.169 -5.188 3.783 0.07
H 5.570 4.957 2.372 0.07
H 5.289 -3.877 2.648 0.07
H 4.684 -2.248 2.238 0.06
H -3.641 -2.658 0.486 0.06
H -2.952 -4.406 -1.118 0.10
H -5.966 -0.045 -1.275 0.11
H 1.033 2.498 4.101 0.08
H 4.965 -2.243 -0.024 0.09
H 4.365 2.913 3.455 0.09
H 5.489 -2.471 4.617 0.11
H 0.717 -2.199 -4.404 0.08
H -1.170 6.527 2.683 0.12
H -1.625 -2.959 -5.189 0.06
H 3.096 -0.563 -0.140 0.06
H 3.195 4.402 -4.557 0.07
H -5.964 -1.924 0.537 0.11
H -1.816 -2.145 -3.664 0.04
H -1.446 -0.344 -1.322 0.06
H -0.058 -0.087 2.260 0.10
H 0.823 -4.346 4.932 0.07
H 3.056 -3.159 -2.318 0.08
H -1.426 2.933 -5.054 0.08
H 4.343 4.753 -3.261 0.08
H -2.400 -6.139 0.558 0.07
H 4.655 -5.308 -6.613 0.07
```